Record 1
Here is a single C3H7N3S molecule from the Open Molecules 2025 dataset. Energies are from the ωB97M-V functional and the def2-TZVPD basis.

```
14
Properties=species:S:1:pos:R:3:lowdin_charge:R:1
C -0.227 -0.745 -0.428 -0.4620
C 0.293 0.222 -1.569 -0.2641
C -1.201 -0.061 0.545 -0.4263
N 0.082 -1.967 -0.360 0.1449
N 1.065 0.143 1.992 -0.3250
N 0.596 1.465 -0.973 -0.0191
S -0.159 1.049 1.385 0.9030
H 1.091 -0.245 -2.106 0.1088
H -0.566 0.338 -2.157 0.0846
H -2.085 0.531 0.118 0.1219
H -1.569 -0.805 1.304 0.0942
H -0.502 -2.254 0.482 0.0724
H 1.647 0.813 2.498 -0.0345
H 1.534 1.517 -0.733 0.0012
```

Summary:
Total energy ... -18525.8793 eV
HOMO level (spin up / spin down) ... -8.235 / -8.916 eV
Largest force on an atom ... 0.0556 Eh/bohr
Energy relative to the best compared isomer or geometry (same formula, charge and spin) ... 105.9 kcal per mole
LUMO (spin up / spin down) ... -0.40 / -0.44 eV

=====

Record 2
Here is a single C4H4O3 molecule from the Open Molecules 2025 dataset. Energies are from the ωB97M-V functional and the def2-TZVPD basis.

```
11
Properties=species:S:1:pos:R:3:lowdin_charge:R:1
O -2.510 0.362 0.370 -0.0252
C -1.138 0.128 0.073 -0.2846
C -0.672 -0.271 -1.111 -0.0441
O 0.729 -0.358 -1.073 0.0783
C 1.052 -0.070 0.172 -0.4702
O 2.381 -0.193 0.322 0.0579
C 0.048 0.351 0.973 0.0557
H -2.500 1.111 1.122 0.1695
H -1.090 -0.794 -1.964 0.1329
H 2.857 -0.388 1.261 0.2106
H 0.192 0.749 1.991 0.1192
```

Summary:
Total energy ... -10353.0687 eV
HOMO level ... -8.294 eV
SMILES ... Oc1coc(O)c1
Largest force on an atom ... 0.0836 Eh/bohr
Energy relative to the best compared isomer or geometry (same formula, charge and spin) ... 49.4 kcal per mole
LUMO ... 0.43 eV

=====

Record 3
Here is a single C6H10O2S molecule from the Open Molecules 2025 dataset. Energies are from the ωB97M-V functional and the def2-TZVPD basis.

```
19
Properties=species:S:1:pos:R:3:lowdin_charge:R:1
C 1.353 -0.355 1.414 -0.0852
C 0.580 -0.404 -0.846 0.0833
C 1.648 -1.048 0.013 -0.2995
C -1.679 -0.568 0.350 -0.4448
C -0.434 0.272 -0.029 -0.6356
C -0.997 1.620 -0.549 -0.0230
O 0.204 0.520 1.212 -0.1094
O 2.923 -0.594 -0.509 -0.0067
S -3.065 -0.743 -0.622 0.7528
H 1.094 -1.222 2.084 0.1274
H 2.209 0.226 1.750 0.1221
H 0.309 -0.819 -1.786 0.1135
H 1.494 -2.090 0.167 0.1313
H -1.366 -1.550 0.912 0.1053
H -1.170 2.318 0.168 0.0438
H -2.022 1.340 -1.085 0.0385
H -0.348 2.140 -1.297 0.0979
H 2.622 0.278 -0.570 0.0455
H -3.355 0.677 -0.777 -0.0570
```

Summary:
Total energy ... -21309.1338 eV
HOMO level (spin up / spin down) ... -8.733 / -7.971 eV
Largest force on an atom ... 0.0939 Eh/bohr
Energy relative to the best compared isomer or geometry (same formula, charge and spin) ... 100.5 kcal per mole
LUMO (spin up / spin down) ... -0.20 / -0.51 eV

=====

Record 4
Here is 2 unconnected molecules or ions with the total composition C6H10O from the Open Molecules 2025 dataset. Energies are from the ωB97M-V functional and the def2-TZVPD basis.

```
17
Properties=species:S:1:pos:R:3:lowdin_charge:R:1
O -1.877 -1.562 -0.258 0.0368
C -1.460 -0.646 -0.924 -0.3665
C -0.025 -0.494 -1.375 -0.1788
C 0.994 -0.963 -0.323 -0.2066
C 1.520 0.155 0.532 -0.2094
C -1.635 1.536 0.403 0.2252
C 1.471 0.202 1.859 -0.0077
H -2.173 0.105 -1.356 0.1086
H 0.062 -1.105 -2.286 0.1201
H 0.148 0.546 -1.669 0.1032
H 1.841 -1.436 -0.836 0.1123
H 0.525 -1.733 0.300 0.1092
H 1.998 0.975 -0.009 0.1012
H -1.804 2.551 -0.025 -0.0342
H -2.484 1.424 1.113 -0.0244
H 1.901 1.032 2.415 0.0498
H 0.998 -0.587 2.440 0.0609
```

Summary:
Total energy ... -8425.7866 eV
HOMO level (spin up / spin down) ... -9.302 / -9.380 eV
Largest force on an atom ... 0.0113 Eh/bohr
Energy relative to the best compared isomer or geometry (same formula, charge and spin) ... 125.8 kcal per mole
LUMO (spin up / spin down) ... -1.20 / -1.13 eV

=====

Record 5
Here is a molecular structure, C30H29FN7O3S3Sn from the Open Molecules 2025 dataset. Energies are from the ωB97M-V functional and the def2-TZVPD basis.

```
74
Properties=species:S:1:pos:R:3:lowdin_charge:R:1
Sn 1.140 0.192 -3.160 1.1006
N 3.591 -3.744 -2.337 0.0467
C 3.001 -2.595 -2.797 -0.8914
S 2.720 -1.335 -1.673 0.5527
N 2.877 -2.554 -4.097 -0.0489
N 2.537 -1.356 -4.608 -0.1092
C 2.775 -1.369 -5.902 -0.0700
C 2.541 -0.203 -6.707 -0.2741
C 2.443 -0.300 -8.153 -0.0045
C 2.303 0.870 -8.864 -0.0798
C 2.384 2.082 -8.177 -0.0390
C 2.475 2.038 -6.775 -0.1612
N 2.572 0.963 -6.102 0.0751
H 3.615 -3.922 -1.338 0.0738
H 3.705 -4.554 -2.989 0.1218
H 3.126 -2.308 -6.388 0.1371
H 2.373 -1.274 -8.677 0.1201
H 2.138 0.797 -9.940 0.1110
H 2.377 3.038 -8.695 0.1033
H 2.440 2.941 -6.209 0.0998
F -1.615 2.169 3.317 0.0672
C -1.471 0.954 2.759 -0.1601
C -0.973 0.830 1.448 0.1144
C -0.958 -0.464 0.861 -0.0570
C -0.590 -0.560 -0.525 -0.3359
O 0.088 0.338 -1.009 -0.1558
C -1.221 -1.780 -1.124 0.0181
C -1.736 -2.810 -0.321 0.0489
N -1.687 -2.779 1.026 0.0102
C -2.351 -3.885 1.831 -0.2390
C -1.468 -4.585 2.771 -0.1506
C -1.846 -5.271 1.485 -0.0775
C -1.446 -1.573 1.606 -0.1229
C -1.745 -1.450 3.000 0.0669
C -1.811 -0.177 3.609 -0.1809
N -2.225 -0.010 4.874 -0.1328
C -1.600 0.886 5.807 -0.0941
C -1.995 0.464 7.264 -0.0713
N -1.987 -1.039 7.459 0.0607
C -2.853 -1.766 6.494 -0.0909
C -3.328 -0.767 5.408 -0.1224
C -1.064 -2.123 -2.601 -0.5250
O -1.764 -2.980 -3.211 0.0195
O -0.255 -1.379 -3.331 -0.2874
H -0.789 1.727 0.874 0.1395
H -2.236 -3.675 -0.763 0.1564
H -3.410 -3.928 2.144 0.1619
H -1.977 -4.911 3.655 0.0941
H -0.399 -4.307 2.868 0.1338
H -2.619 -6.077 1.626 0.1281
H -1.044 -5.399 0.746 0.1222
H -1.814 -2.323 3.639 0.0933
H -2.010 1.865 5.615 0.1284
H -0.536 0.780 5.652 0.1401
H -2.936 0.849 7.601 0.1239
H -1.239 0.905 7.940 0.1453
H -2.249 -1.236 8.491 0.2257
H -1.034 -1.414 7.372 0.1879
H -3.748 -2.184 7.013 0.1515
H -2.278 -2.527 6.026 0.1114
H -4.016 -0.065 5.928 0.1336
H -3.823 -1.286 4.521 0.1669
S 4.088 4.370 -0.735 0.6841
C 2.947 5.623 -0.858 -0.6939
C 2.669 6.882 -0.248 -0.0669
C 1.536 7.614 -0.713 -0.0979
C 0.765 7.144 -1.758 -0.1108
C 1.007 5.915 -2.394 -0.1051
C 2.008 5.130 -1.885 -0.6566
S 2.749 3.598 -2.318 0.6142
H 3.368 7.244 0.511 0.1020
H 1.333 8.611 -0.390 0.0914
H -0.066 7.775 -2.118 0.1105
H 0.525 5.650 -3.351 0.1188
```

Summary:
Total energy ... -89199.2893 eV
HOMO level ... -8.865 eV
Charge ... +1
Largest force on an atom ... 0.0888 Eh/bohr
Energy relative to the best compared isomer or geometry (same formula, charge and spin) ... 31.4 kcal per mole
LUMO ... -3.72 eV

=====

Record 6
Here is a molecular structure, C2H6N4O from the Open Molecules 2025 dataset. Energies are from the ωB97M-V functional and the def2-TZVPD basis.

```
13
Properties=species:S:1:pos:R:3:lowdin_charge:R:1
C -1.597 -0.076 0.802 -0.3111
C 1.607 -1.053 -1.929 -0.0529
N -1.231 0.548 1.984 -0.0531
N 1.588 -0.301 -0.891 0.0139
N -1.634 1.307 0.884 -0.0291
N 0.881 1.091 0.554 0.0630
O 0.034 1.840 0.356 -0.0589
H -0.888 -0.652 0.323 0.0590
H -2.564 -0.470 0.814 0.0860
H 0.875 -1.085 -2.678 0.0371
H 2.601 -1.559 -2.362 0.1057
H -2.099 0.569 2.628 0.1374
H 2.426 -0.160 -0.485 0.0029
```

Summary:
Total energy ... -10170.7231 eV
HOMO level (spin up / spin down) ... -7.691 / -7.625 eV
Largest force on an atom ... 0.1189 Eh/bohr
Energy relative to the best compared isomer or geometry (same formula, charge and spin) ... 215.4 kcal per mole
LUMO (spin up / spin down) ... 0.66 / 0.74 eV